Record 1
Molecular formula: C58H131F6N9O9
Method: DFT, wB97M-V/def2-TZVPD

Each line ends with the Mulliken charge.
CARTESIAN COORDINATES (ANGSTROEM)
1 F -5.776 4.137 -6.017  -0.302
2 H -0.319 4.200 6.438  0.357
3 C 5.468 4.394 4.751  -0.741
4 H 1.580 -2.154 3.239  0.343
5 C -1.661 3.388 11.684  -1.166
6 H -6.464 -7.358 -1.433  0.312
7 C -2.288 11.601 -2.400  -0.718
8 H -4.935 6.279 -2.392  0.262
9 H -5.671 -5.179 0.854  0.299
10 C 10.540 8.551 -4.000  -1.079
11 C -9.072 -0.867 -4.748  -1.430
12 N 0.162 7.261 -2.119  -0.744
13 H -2.392 11.700 -1.319  0.299
14 H -2.490 -0.324 -3.031  0.351
15 H 0.782 9.090 -1.319  0.247
16 H -2.014 -1.977 -3.121  0.355
17 H 8.705 -4.812 14.915  0.329
18 H 8.743 4.784 -2.213  0.381
19 H 7.532 1.000 2.153  0.242
20 C 1.098 8.853 -3.545  -1.397
21 H 5.172 -1.638 12.262  0.394
22 O -0.072 -6.945 -2.674  -0.867
23 H 1.326 -7.378 1.825  0.278
24 H 11.524 7.351 -5.348  0.342
25 H -8.523 -1.001 -2.645  0.306
26 H 1.546 -2.905 0.646  0.412
27 H -0.891 3.792 9.131  0.373
28 H -3.145 11.042 -2.777  0.297
29 H -5.231 3.732 -0.871  0.273
30 H 7.114 2.606 5.689  0.415
31 H 0.949 0.883 0.228  0.386
32 C 8.970 -3.756 14.971  -1.268
33 H 11.147 8.146 -3.190  0.263
34 C -4.509 -7.385 0.516  -0.899
35 C -5.201 5.254 -5.587  0.699
36 C -0.647 -1.817 -0.611  -0.583
37 C 6.945 -2.873 11.634  -0.572
38 H -10.720 0.350 -0.648  0.307
39 H 6.150 0.434 4.813  0.248
40 H -2.149 3.014 10.784  0.308
41 H 0.125 -1.301 2.907  0.352
42 H 4.420 4.556 4.999  0.240
43 C -8.634 -7.187 -11.151  -0.733
44 H -4.376 -7.093 -0.526  0.456
45 H 1.154 -1.859 -5.521  0.405
46 H -4.601 -5.123 -0.034  0.281
47 H 1.082 6.866 -2.252  0.256
48 C 0.164 3.529 9.052  -0.682
49 H 3.098 -7.337 1.467  0.278
50 H -3.570 6.006 -4.543  -0.038
51 H -5.906 -9.081 -0.961  0.312
52 H 0.693 4.477 8.950  0.303
53 H 1.432 2.665 7.891  0.252
54 H 8.455 -0.606 4.161  0.361
55 H -3.143 -1.663 -1.966  0.364
56 H 5.690 5.088 3.941  0.286
57 N 0.513 -1.110 -7.327  0.236
58 H 9.052 -2.031 13.705  0.340
59 N 6.739 0.891 2.769  -0.681
60 C 8.306 0.438 4.437  -1.518
61 H -0.159 -3.150 -7.187  0.460
62 C 1.512 -1.161 -6.277  -0.227
63 H -6.587 -5.276 -6.897  0.261
64 H 8.359 7.108 -3.035  0.249
65 H 0.220 1.914 10.669  0.348
66 C -1.045 9.589 -2.208  -0.531
67 H 1.380 9.893 -3.707  0.313
68 C 7.290 -3.188 13.034  -0.531
69 C -4.565 -6.518 3.046  -1.291
70 H -9.882 -3.187 -3.960  0.275
71 H 2.934 0.148 -5.258  0.365
72 C 1.266 -1.961 1.113  -0.522
73 C -0.250 3.732 11.625  -0.437
74 O -11.043 -1.476 -1.585  -0.363
75 N -5.819 -5.556 -7.490  -0.672
76 C 0.741 -2.124 2.545  -1.077
77 N -4.675 -5.057 0.971  -0.811
78 C -9.313 -1.318 -3.325  0.326
79 C 6.832 2.495 4.642  -0.731
80 H 9.492 -3.332 12.848  0.396
81 H -1.855 1.417 -9.553  0.349
82 O 5.602 3.034 4.495  -0.307
83 N -9.176 -2.803 -3.348  -0.718
84 H 1.547 3.043 10.619  0.381
85 H 7.139 -4.266 13.104  0.221
86 H 0.823 -8.647 -2.447  0.183
87 H 2.294 -8.799 1.989  0.363
88 F 3.372 -8.197 -2.668  -0.288
89 H 9.904 5.233 -5.090  0.434
90 C -3.930 4.984 -4.662  0.228
91 F -4.864 5.964 -6.678  -0.274
92 H -3.698 4.589 -0.848  0.272
93 H 2.192 0.814 -6.782  0.327
94 C 1.923 -8.476 0.032  -0.130
95 H -9.607 -6.755 -10.918  0.310
96 H 6.778 6.161 -1.565  0.333
97 H -2.287 4.141 12.165  0.311
98 H 2.357 -1.679 -6.731  0.288
99 H 6.585 -2.690 13.700  0.304
100 O -2.826 4.337 -5.152  -0.911
101 C 8.742 -3.070 13.594  -0.496
102 H -2.927 0.101 -9.653  0.336
103 C 0.065 -0.073 -8.143  -0.150
104 H -5.300 -7.036 -8.777  0.265
105 H -1.462 9.491 -1.206  0.338
106 H -0.262 6.926 -2.972  0.291
107 H -5.524 -6.170 3.429  0.301
108 H 10.490 5.750 -3.656  0.322
109 H -6.106 5.018 -2.785  0.287
110 H -0.974 1.172 -1.671  0.579
111 H 7.614 -2.066 11.335  0.314
112 H -1.537 0.191 -10.732  0.359
113 H 6.083 1.605 2.486  0.258
114 H 6.059 4.653 5.630  0.328
115 H -9.500 -3.166 -2.463  0.280
116 H 5.534 -1.493 9.593  0.321
117 H 9.561 8.837 -3.614  0.314
118 H 7.799 4.265 -3.616  0.255
119 H -3.848 -6.048 3.720  0.380
120 H 7.666 6.538 -4.569  0.278
121 C -10.782 -1.021 -2.930  -0.507
122 F -6.298 5.811 -5.049  -0.288
123 C 0.474 2.951 10.450  -0.754
124 C -6.730 -7.897 -7.404  -1.258
125 H -11.129 -1.076 0.342  0.236
126 H 6.782 4.411 -1.494  0.356
127 H -0.775 -2.889 -0.660  0.601
128 N -1.070 -0.465 -8.811  0.156
129 H -8.075 -1.123 -5.107  0.363
130 C -0.474 3.146 6.666  -1.292
131 C 6.885 0.997 4.238  0.561
132 O -7.681 -7.520 -10.110  -0.301
133 H 3.907 -1.715 10.305  0.335
134 C 8.385 6.314 -3.780  -0.347
135 F 2.441 -7.172 -4.304  -0.291
136 H -6.104 -8.007 -6.519  0.394
137 C -1.864 0.338 -9.703  -0.863
138 C 1.051 -7.608 -2.206  -0.284
139 H -1.559 3.137 6.777  0.371
140 C -6.462 -8.176 -0.713  -0.734
141 C -4.773 4.715 -0.982  -1.162
142 C -7.234 -6.342 -9.403  -0.654
143 H -3.023 -6.283 1.431  0.350
144 N -1.274 -0.909 -1.453  0.217
145 H -9.462 -0.878 -0.397  0.259
146 C -1.222 -1.799 -8.539  -0.386
147 H 4.939 -3.279 12.030  0.310
148 H 4.674 -3.095 9.687  0.308
149 H -0.238 4.820 11.563  0.300
150 H -0.060 1.634 8.115  0.306
151 H -4.084 -8.365 0.733  0.298
152 H 7.145 -3.662 10.910  0.336
153 H -1.702 9.190 -2.981  0.274
154 H -9.714 -1.423 -5.431  0.313
155 H 1.336 -9.389 0.127  0.287
156 H -2.411 12.566 -2.892  0.265
157 C 2.171 -7.904 1.380  -1.194
158 C -6.229 -6.727 -8.299  0.261
159 C 5.449 -2.433 11.569  -0.481
160 H -6.817 -5.667 -10.150  0.373
161 C 9.826 6.107 -4.442  -0.833
162 C -5.103 5.202 -2.399  -0.167
163 H 2.034 8.298 -3.468  0.450
164 C -0.684 0.287 -1.124  -0.214
165 H -10.874 0.061 -3.030  0.296
166 H 9.026 1.021 3.862  0.378
167 C -2.266 -1.191 -2.409  -0.860
168 H 7.603 3.007 4.066  0.288
169 H -0.316 2.400 5.887  0.352
170 H -4.371 -7.568 3.262  0.321
171 H -2.035 -2.368 -8.966  0.486
172 H -9.284 0.190 -4.912  0.367
173 N 0.303 -1.273 0.195  0.216
174 H -9.012 -8.107 -11.596  0.265
175 O -4.273 4.426 -3.372  -0.245
176 H -11.470 -1.598 -3.547  0.332
177 F 2.947 -6.143 -2.503  -0.253
178 C 6.763 5.259 -2.178  -1.270
179 H -7.741 -7.571 -7.158  0.306
180 H 0.144 -3.022 2.700  0.334
181 C -0.237 -2.211 -7.715  -0.570
182 O -0.991 10.996 -2.524  -0.355
183 C 4.899 -2.151 10.185  -1.233
184 C -10.535 -0.713 -0.497  -0.641
185 O -5.925 -7.656 0.474  -0.357
186 H -5.190 5.291 -0.156  0.372
187 H -7.502 -8.352 -0.439  0.229
188 H -6.814 -8.829 -7.962  0.302
189 C 10.478 7.439 -5.054  -0.510
190 H -1.744 2.567 12.397  0.340
191 H -8.142 -6.474 -11.812  0.288
192 H 9.858 7.718 -5.906  0.303
193 C 0.273 0.097 -0.073  -0.602
194 H 5.917 5.279 -2.865  0.285
195 H 1.303 0.806 -5.342  0.378
196 H 11.187 9.331 -4.400  0.352
197 H 8.443 -3.264 15.788  0.288
198 H 0.175 3.434 12.584  0.315
199 C -4.108 -6.306 1.531  0.557
200 C 0.321 8.747 -2.245  0.350
201 C 2.490 -7.226 -2.942  0.803
202 H 2.893 -8.741 -0.389  0.248
203 H 0.495 8.526 -4.392  0.364
204 H 0.491 0.913 -8.260  0.305
205 C 8.008 5.103 -2.951  -0.428
206 H -5.063 -5.823 -6.877  0.271
207 H -8.037 -5.793 -8.909  0.323
208 H 9.980 -3.830 15.373  0.383
209 H 2.157 -1.334 1.118  0.334
210 O 1.121 -7.530 -0.743  -0.124
211 C 0.342 2.622 7.891  -0.287
212 H 8.702 0.520 5.449  0.373
213 C 2.043 0.216 -5.883  -1.257

The HOMO energy is -5.6 eV. As for the electronic energy: -4057.0363 Eh. The LUMO energy is -1.39 eV. The value obtained for the max |F| is 5.71 eV/A.

***

Record 2
Molecular formula: C18H27BF4NOPdSbSi
Method: DFT, wB97M-V/def2-TZVPD

Each line ends with the Mulliken charge.
CARTESIAN COORDINATES (ANGSTROEM)
1 H 3.597 -0.263 2.263  0.330
2 H 3.827 -1.738 -1.906  0.349
3 C -4.859 -0.756 -2.935  -0.792
4 H 4.655 -0.161 -1.789  0.380
5 H -0.622 1.702 1.558  0.431
6 H 0.369 5.303 -0.546  0.379
7 F 1.659 4.025 4.318  -0.403
8 H -3.577 -4.452 -2.024  0.336
9 C -2.547 -4.586 -2.363  -1.334
10 H 1.060 -4.199 -1.288  0.313
11 H 2.605 2.403 0.697  0.044
12 H 3.975 2.051 -0.374  0.423
13 C -1.477 -4.003 0.381  -0.953
14 H 0.808 -3.085 -2.621  0.231
15 F 3.157 4.117 2.572  -0.425
16 H 0.515 3.887 1.494  0.328
17 H -2.518 -4.415 -3.443  0.344
18 H -1.119 -5.013 0.604  0.312
19 C -1.506 2.656 -1.568  -0.317
20 H -5.971 1.046 -2.486  0.354
21 C -2.942 0.198 -1.199  -0.153
22 H 4.064 -1.721 1.353  0.350
23 C -1.437 1.889 -0.412  0.788
24 H -0.901 4.479 -2.509  0.306
25 H 4.877 -0.164 1.035  0.335
26 C 3.685 -0.657 -1.864  -1.364
27 H -3.570 -2.431 -3.204  0.330
28 C -0.854 3.885 -1.602  -0.569
29 O -2.021 0.662 -0.271  -0.465
30 C 2.899 1.927 -0.236  -0.938
31 H 0.311 -4.789 -2.786  0.337
32 Sb 2.438 -0.155 -0.173  0.836
33 C -0.144 4.350 -0.506  -0.635
34 Pd 0.144 -1.027 -0.417  -0.483
35 F 3.674 2.915 4.468  -0.408
36 C -0.069 3.564 0.642  -0.331
37 C -5.075 0.464 -2.305  -0.525
38 H 3.180 -0.340 -2.777  0.344
39 H -5.590 -1.141 -3.639  0.342
40 H -2.047 2.291 -2.430  0.422
41 C -0.708 2.339 0.688  -0.602
42 H 2.364 2.392 -1.064  0.321
43 C 3.930 -0.640 1.296  -1.264
44 C 0.375 -3.939 -2.097  -1.107
45 Si -1.325 -3.460 -1.425  0.417
46 F 2.037 2.162 3.022  -0.341
47 H -2.265 -5.630 -2.184  0.327
48 H -0.906 -3.281 0.969  0.189
49 H -4.214 1.866 -0.910  0.401
50 N -1.588 -1.796 -1.522  0.356
51 B 2.635 3.302 3.600  0.548
52 H -2.524 -3.928 0.694  0.281
53 C -2.696 -1.079 -1.783  0.060
54 C -3.716 -1.494 -2.686  -0.331
55 C -4.096 0.921 -1.429  -0.106

The HOMO energy is -1.3 eV. As for the electronic energy: -1914.3524 Eh. The LUMO energy is 4.91 eV. The charge is -2. As for the energy relative to the best compared isomer or geometry (same formula, charge and spin): 0.0 kcal per mole. The value obtained for the max |F| is 0.38 eV/A.

***

- Which of these has the highest electronic energy?
  C18H27BF4NOPdSbSi